[1]
C7H18ClI2O5OsP2 | the ωB97M-V functional and the def2-TZVPD basis

```
36
Properties=species:S:1:pos:R:3:forces:R:3:mulliken_spin:R:1
I -0.0469 -0.5385 -4.4803 0.0 0.3 -0.4 1.840
I 0.0039 2.3174 -1.6009 0.0 -0.9 -0.8 0.407
Os 0.0013 0.0255 -0.4422 0.0 1.8 1.3 0.609
P -2.2735 0.1866 -0.0884 -2.6 -0.7 1.8 0.243
C -3.2068 -0.0125 -1.6133 0.7 0.1 -0.5 0.086
C -2.5493 -1.3052 0.8878 0.1 -0.4 -0.4 0.013
H -3.4437 -1.1968 1.4997 -0.1 0.0 0.0 0.010
H -4.0290 1.4558 0.9742 0.3 0.0 -0.1 0.007
H -1.7065 -1.5338 1.5415 -0.2 0.1 0.1 0.002
H -2.4721 1.5031 1.9121 -0.4 0.0 -0.4 0.001
H -2.8832 -0.9472 -2.0813 -0.3 -0.1 0.1 0.000
H -2.6497 -2.1476 0.1961 -0.2 0.0 0.1 0.000
C -2.9345 1.5456 0.9120 0.8 0.3 -0.3 0.016
H -4.2794 -0.0384 -1.3918 0.1 0.0 -0.1 0.016
H -2.6318 2.4851 0.4341 -0.4 0.0 0.2 -0.002
H -2.9379 0.7948 -2.3010 -0.4 0.1 0.1 -0.010
P 2.2722 0.1839 -0.0679 2.7 -1.0 2.0 0.252
C 3.2130 -0.0100 -1.5826 -0.6 0.2 -0.5 0.075
C 2.9382 1.5244 0.9483 -0.8 0.4 -0.2 0.016
H 1.6972 -1.5649 1.5369 0.2 0.1 0.2 0.004
H 3.4355 -1.2422 1.5106 0.2 0.0 0.0 0.009
H 2.6456 -2.1634 0.1897 0.2 -0.1 0.1 0.000
C 2.5449 -1.3343 0.8929 -0.2 -0.2 -0.5 0.008
H 2.5242 1.4420 1.9656 0.3 0.0 -0.4 0.001
H 4.0370 1.4735 0.9728 -0.3 -0.1 -0.2 0.007
H 4.2828 -0.0329 -1.3644 0.0 0.0 0.0 0.017
H 2.9484 0.7956 -2.2646 0.4 0.2 -0.1 -0.008
H 2.5839 2.4698 0.5193 0.4 0.0 0.2 -0.002
H 2.8983 -0.9391 -2.0546 0.2 -0.2 0.0 0.002
C 0.0074 -1.7647 -1.1260 0.1 -3.8 -3.5 0.069
O 0.0159 -2.8296 -1.6052 0.0 3.7 2.3 0.135
O -0.0136 -1.1970 2.6550 0.0 1.5 -0.8 0.001
Cl -0.0030 0.2459 2.8473 0.2 -0.4 3.3 0.004
O -1.2004 0.6896 3.4984 1.4 -0.3 -1.0 0.010
O 1.2222 0.6625 3.4695 -1.6 -0.3 -0.9 0.008
O -0.0109 0.9899 1.4446 0.0 -0.5 -0.7 0.155
```
Positions in Å, forces in eV/Å.

The spin multiplicity is 5. For the relative energy (zero: lowest compared OMol25 entry of this formula, charge and spin), the calculation gives 0.0 kJ/mol. As for the total charge: +3. As for the expectation value of S²: 6.020. Its energy is -67515.1363 eV.


[2]
C13H31Br8N5O10 | the ωB97M-V functional and the def2-TZVPD basis

```
67
Properties=species:S:1:pos:R:3:forces:R:3:mulliken_charge:R:1
C 5.3720 1.0560 0.0291 -0.6 0.1 0.6 -0.323
N 5.1942 2.4897 0.4091 0.1 -0.1 -0.2 0.972
O 6.1882 3.1386 0.6253 0.5 0.2 0.1 -0.589
O 4.0691 2.9311 0.4576 -0.5 0.0 -0.1 -0.518
H 4.3922 0.6127 0.1451 0.0 -0.2 -0.2 -0.148
H 6.0489 0.6134 0.7511 0.2 0.1 -0.2 0.261
H 5.7294 1.0291 -0.9924 0.1 0.0 0.0 0.319
C -0.3193 2.4630 3.5330 -0.7 -1.0 0.1 -0.693
N 1.1169 2.1402 3.5137 0.5 0.3 -0.8 0.988
O 1.5816 1.5784 4.4801 0.0 -0.1 0.4 -0.583
O 1.7451 2.4303 2.5125 -0.2 -0.1 0.2 -0.469
H -0.5772 2.9201 4.4802 0.1 0.3 -0.1 0.342
H -0.8339 1.4999 3.4681 0.1 0.0 0.2 0.171
H -0.6090 2.9857 2.6348 0.3 0.5 0.1 0.208
C 3.4884 -1.0441 4.5620 0.2 -0.2 0.1 -0.577
N 4.1212 -0.4116 3.3660 0.4 -0.7 -0.3 0.812
O 5.2632 -0.0159 3.5057 -0.4 0.2 -0.2 -0.557
O 3.4893 -0.3809 2.3197 0.3 0.1 0.6 -0.305
H 4.2691 -1.4201 5.2146 0.2 0.4 0.0 0.329
H 2.8878 -1.8977 4.2621 -0.2 0.4 -0.2 0.054
H 2.9201 -0.2495 5.0325 -0.2 -0.2 0.1 0.235
C -3.1725 2.3451 -4.1224 0.0 -0.3 0.1 -0.633
N -3.9309 1.3607 -3.2954 -0.4 0.1 -0.1 0.915
O -5.0981 1.6059 -3.0511 0.2 0.1 0.0 -0.554
O -3.3523 0.3576 -2.9432 0.2 -0.2 0.1 -0.431
H -3.1435 1.9358 -5.1305 0.0 0.1 0.0 0.279
H -2.1653 2.3949 -3.7158 -0.2 0.1 0.0 0.037
H -3.7218 3.2735 -4.0748 0.1 0.2 -0.1 0.320
C -4.0221 -2.2506 -0.7327 -0.1 1.2 0.0 -0.754
N -2.5859 -2.4569 -0.4166 -0.2 -0.2 -0.2 0.844
O -2.3486 -3.1291 0.5645 0.3 -0.1 0.1 -0.549
O -1.7514 -1.9395 -1.1347 -0.1 -0.2 0.2 -0.209
H -4.5333 -3.1880 -0.8935 0.2 -0.2 0.0 0.287
H -4.0807 -1.5542 -1.5642 0.0 -0.3 -0.2 0.174
H -4.4371 -1.7343 0.1328 0.0 -0.3 0.1 0.264
Br 0.4936 -1.7695 2.7849 -0.2 -0.3 0.1 -0.096
C 1.1999 -3.5774 2.4373 0.2 0.5 0.0 -0.634
C 1.2959 -3.7762 0.9524 0.0 -0.2 -0.1 -0.258
Br 2.1196 -5.5343 0.6605 -0.1 0.3 -0.1 -0.150
H 0.5475 -4.2537 2.9724 -0.1 -0.1 -0.2 0.421
H 2.1990 -3.6252 2.8631 0.0 0.1 0.2 0.429
H 1.9299 -3.0230 0.4940 0.2 -0.1 0.0 0.101
H 0.3436 -3.7702 0.4366 -0.2 -0.1 0.1 0.210
Br -3.1722 -2.8551 -4.3212 0.1 0.0 -0.1 -0.210
C -1.5484 -2.1124 -5.1617 -0.3 -0.9 0.2 -0.598
C -0.5793 -1.6991 -4.0935 -0.4 0.8 0.1 -0.076
Br 0.9600 -0.9338 -5.0001 0.1 -0.2 -0.1 -0.145
H -1.9386 -1.3512 -5.8210 0.3 0.4 0.1 0.382
H -1.1278 -2.9225 -5.7502 -0.1 0.0 -0.1 0.442
H -0.2997 -2.5145 -3.4369 0.3 -0.2 -0.2 0.325
H -0.9731 -0.9073 -3.4616 0.0 0.0 -0.1 -0.163
Br -2.1465 0.5201 1.1015 -0.4 0.3 0.1 -0.111
C -3.5618 1.8917 0.9309 -0.1 -0.7 0.0 -0.680
C -2.9936 3.1157 0.2739 -0.1 -0.1 0.0 -0.353
Br -4.4069 4.4470 0.0784 0.2 -0.1 0.0 -0.130
H -3.9768 2.0492 1.9215 0.2 0.2 0.1 0.438
H -4.3278 1.3935 0.3438 0.0 0.2 -0.2 0.405
H -2.6197 2.8909 -0.7201 0.0 0.0 0.0 0.125
H -2.2010 3.5468 0.8771 0.0 0.2 0.0 0.310
Br -0.0644 1.5441 -2.4549 0.4 0.0 0.2 -0.149
C 0.7763 1.3986 -0.6790 0.3 0.4 -0.4 -0.075
C 1.0515 -0.0247 -0.2802 0.0 0.2 -0.1 0.487
Br 2.3521 -0.8409 -1.4900 -0.2 -0.1 0.0 -0.167
H 0.0359 1.9406 -0.1093 0.1 -0.4 0.7 -0.151
H 1.7081 1.9593 -0.6687 -0.1 0.2 -0.3 0.439
H 0.1554 -0.6334 -0.2811 0.1 -0.2 0.0 -0.123
H 1.5753 -0.0625 0.6690 -0.2 0.1 0.2 -0.165
```
Positions in Å, forces in eV/Å.

For the relative energy (zero: lowest compared OMol25 entry of this formula, charge and spin), the calculation gives 0.0 kJ/mol. As for the total charge: 0. The structure (SMILES) is C[N+](=O)[O-].C[N+](=O)[O-].C[N+](=O)[O-].C[N+](=O)[O-].C[N+](=O)[O-].BrCCBr.BrCCBr.BrCCBr.BrCCBr. Its energy is -602236.2619 eV.


[3]
C28H30Br2Cl42FN2O4PS | the ωB97M-V functional and the def2-TZVPD basis

```
111
Properties=species:S:1:pos:R:3:forces:R:3:mulliken_charge:R:1
C -4.0980 3.2547 -0.8318 -0.1 -0.2 0.5 -1.483
C -4.1772 1.6968 -0.8192 -0.1 2.0 0.5 1.323
O -4.8758 1.2591 -1.9972 1.7 -1.4 0.5 -0.404
P -4.5857 -0.2840 -2.4447 -3.0 -1.5 -1.9 0.447
O -5.6766 -0.6560 -3.3694 0.2 0.2 0.2 -0.859
C -4.7333 -1.4572 -1.0079 1.4 0.4 -0.1 0.288
C -3.4936 -2.4076 -0.8118 -0.6 0.6 1.2 -1.745
C -2.1394 -1.7200 -0.6424 0.6 0.1 -0.4 0.068
C -1.7810 -0.7178 0.3971 0.0 -0.3 -0.5 0.198
Br -3.0515 -0.1812 1.7927 0.4 -1.0 -0.8 -0.201
C -0.5496 -0.0974 0.4498 -0.7 -0.3 0.3 0.454
C -0.2155 0.9603 1.4950 -0.4 0.5 -1.4 -0.698
C 0.6128 2.1097 0.8878 0.5 -0.5 0.7 -0.073
O 1.5371 2.6054 1.4278 -0.1 0.2 0.1 -0.450
Br 0.0749 2.8400 -0.8713 -0.3 -0.2 0.3 -0.237
C 0.3981 -0.5041 -0.5422 1.4 -0.8 -1.3 0.479
N 1.6586 -0.0684 -0.6796 -0.1 0.1 0.0 -0.097
S 2.3520 -0.8114 -1.9429 -1.1 -0.4 0.3 0.197
N 1.1243 -1.7910 -2.4152 0.6 1.1 0.7 -0.697
C 0.1529 -1.5054 -1.5636 -1.9 0.1 0.9 0.643
C -1.1621 -2.0649 -1.5623 -0.3 -0.2 0.2 0.951
F -1.3820 -2.9934 -2.5236 -0.2 0.6 0.7 -0.413
O -3.1938 -0.4884 -3.2471 -0.1 1.5 1.7 0.103
C -2.4751 0.7425 -3.5082 1.0 0.3 -1.6 0.441
C -3.1901 1.7069 -4.5078 0.1 0.5 1.3 -1.191
H -4.3708 3.6489 0.1634 0.1 -0.2 -0.3 0.387
H -4.8328 3.6749 -1.5334 0.4 -0.2 0.0 0.352
H -3.0755 3.6126 -1.0229 -0.4 -0.1 -0.3 0.219
H -4.7522 1.4285 0.0791 0.2 -0.4 -0.4 0.236
H -3.1392 1.3367 -0.7504 -0.5 -0.4 -0.1 -0.748
H -5.5933 -2.1150 -1.2041 0.2 0.5 -0.4 0.897
H -4.9976 -0.8594 -0.1216 0.6 -0.3 -0.4 -0.683
H -3.4671 -3.1448 -1.6250 0.2 0.4 0.2 0.456
H -3.6911 -2.9766 0.1194 0.1 0.1 -0.4 0.305
H 0.2539 0.5622 2.4031 0.2 0.2 -0.4 0.361
H -1.1623 1.4451 1.7910 0.4 -0.2 0.0 0.384
H -1.5398 0.4360 -4.0101 -0.3 -0.1 0.4 0.443
H -2.1505 1.2672 -2.5948 -0.5 -0.3 -0.1 -0.542
H -2.8085 1.6344 -5.5283 -0.2 -0.1 0.3 0.296
H -2.9828 2.7242 -4.1236 -0.1 -0.3 -0.4 0.361
H -4.2840 1.6006 -4.4728 0.4 -0.1 -0.2 0.280
C -2.0225 -1.2357 -7.0294 -0.1 0.0 0.1 -0.244
Cl -0.6525 -0.1460 -6.7705 0.1 0.0 -0.1 -0.089
Cl -2.1804 -2.3554 -5.6820 0.1 -0.1 0.0 -0.040
Cl -3.5105 -0.3227 -7.2488 -0.1 -0.1 -0.2 -0.103
H -1.8364 -1.8061 -7.9309 0.0 0.0 0.0 0.403
C 5.4085 -0.6633 0.6898 -0.1 0.0 0.1 -0.064
Cl 4.8321 -2.3138 0.4328 0.0 0.0 0.0 -0.123
Cl 4.6129 0.4548 -0.4206 0.6 0.2 0.1 -0.070
Cl 5.1442 -0.1647 2.3610 0.0 0.0 -0.1 -0.097
H 6.4729 -0.6399 0.4913 0.0 0.0 0.0 0.347
C 2.5151 4.4925 4.8296 -0.1 0.1 0.0 0.625
Cl 3.9043 3.7456 5.6341 0.0 0.0 -0.1 -0.170
Cl 1.0235 4.1460 5.7098 0.1 0.0 0.0 -0.131
Cl 2.7553 6.2337 4.6737 0.0 -0.1 0.0 -0.132
H 2.4279 4.0687 3.8354 0.0 0.0 0.0 -0.207
C 5.7115 3.9905 -0.1871 0.0 0.0 0.2 0.515
Cl 7.1012 3.2436 0.6061 0.0 0.0 0.1 -0.117
Cl 4.2294 3.6553 0.7025 0.0 0.1 -0.1 -0.006
Cl 5.9616 5.7322 -0.3604 0.0 0.0 -0.1 -0.155
H 5.6166 3.5624 -1.1768 0.0 0.0 0.0 -0.241
C 7.5322 4.0177 -3.6169 0.1 -0.1 -0.1 0.104
Cl 8.2442 4.2176 -5.2158 -0.2 0.0 0.1 -0.125
Cl 5.8364 3.5278 -3.7504 0.0 0.0 0.0 -0.129
Cl 8.4512 2.8422 -2.6700 -0.1 0.1 -0.1 -0.104
H 7.5718 4.9722 -3.1047 0.0 0.0 0.0 0.252
C -0.8983 -6.9156 -2.8501 0.0 0.0 -0.3 -0.052
Cl -1.4430 -8.5561 -3.2111 0.1 0.0 0.0 -0.130
Cl -1.6839 -5.7521 -3.9177 0.0 -0.1 0.0 -0.059
Cl -1.1884 -6.5271 -1.1632 -0.1 0.1 0.3 -0.065
H 0.1694 -6.8655 -3.0249 0.0 0.0 0.0 0.279
C -0.7056 -5.6057 2.4902 -0.1 -0.1 0.0 -0.001
Cl -1.0648 -3.9631 1.9775 0.0 0.2 0.0 -0.010
Cl 0.2241 -5.6254 3.9928 0.0 0.0 -0.1 -0.146
Cl -2.1955 -6.5361 2.6768 0.1 0.0 0.0 -0.130
H -0.1064 -6.0655 1.7131 0.0 -0.1 0.1 0.241
C 3.1623 1.0250 8.1983 0.0 0.0 0.1 0.627
Cl 1.4154 0.8198 8.0710 0.0 0.0 0.0 -0.096
Cl 3.6194 1.4542 9.8483 0.0 0.0 0.0 -0.115
Cl 3.9997 -0.4440 7.6844 0.0 0.0 0.0 -0.122
H 3.4580 1.8332 7.5411 0.0 0.0 0.0 -0.268
C -7.0700 -1.1208 2.9097 0.0 0.1 0.0 -0.124
Cl -6.6856 -1.6756 1.2853 -0.4 -0.2 0.3 -0.002
Cl -5.8150 -1.6122 4.0369 0.1 -0.1 0.1 -0.105
Cl -7.2647 0.6345 2.9145 0.0 0.0 0.1 -0.088
H -8.0048 -1.5704 3.2214 0.0 0.0 0.0 0.402
C -9.7681 3.0432 1.0127 0.0 0.1 0.0 -0.017
Cl -9.5654 4.0766 2.4312 0.0 -0.1 0.0 -0.125
Cl -10.9530 3.7338 -0.0972 0.0 0.0 0.0 -0.128
Cl -8.2227 2.7922 0.2000 0.0 0.0 -0.1 -0.020
H -10.1357 2.0802 1.3455 0.0 0.0 0.0 0.292
C 1.9557 2.4924 -9.1165 -0.1 0.0 0.0 -0.002
Cl 0.8567 3.8383 -9.4252 0.1 0.0 0.0 -0.119
Cl 2.2063 2.2804 -7.3803 0.0 0.0 0.0 -0.096
Cl 1.3401 1.0069 -9.8446 0.1 0.0 0.0 -0.109
H 2.9111 2.7226 -9.5711 0.0 0.0 0.0 0.326
C 2.5722 -2.6141 10.8134 0.0 -0.1 0.1 0.586
Cl 0.8231 -2.8194 10.6861 0.0 0.0 0.0 -0.123
Cl 3.0293 -2.1843 12.4637 0.0 0.0 -0.1 -0.128
Cl 3.4091 -4.0821 10.2994 0.0 0.1 0.0 -0.126
H 2.8690 -1.8050 10.1559 0.0 0.0 0.0 -0.208
C -1.2665 -8.7923 6.1122 0.0 0.0 0.0 0.550
Cl -3.0175 -8.9995 6.0200 0.0 0.0 0.0 -0.127
Cl -0.7745 -8.3530 7.7494 0.0 0.0 -0.1 -0.126
Cl -0.4360 -10.2583 5.5842 0.0 0.1 0.0 -0.124
H -0.9861 -7.9850 5.4456 0.0 0.0 0.0 -0.160
C 12.3566 5.1338 -4.4691 0.0 0.0 -0.1 0.063
Cl 11.1294 6.2355 -3.8346 0.0 0.0 0.0 -0.111
Cl 11.6075 3.8202 -5.3788 0.2 0.0 0.1 -0.107
Cl 13.5155 6.0078 -5.4730 0.0 0.0 0.1 -0.122
H 12.8906 4.7039 -3.6310 0.0 0.0 0.0 0.279
```
Positions in Å, forces in eV/Å.

As for the total charge: 0. Its energy is -729561.6009 eV.